[1]
Formula: C15H15N2O5Se3TeV
Source: the OMol25 dataset
Level of theory: wB97M-V/def2-TZVPD

Results
Frontier orbital gap (spin up / spin down) ... 4.79 / 4.29 eV
Highest occupied orbital energy (spin up / spin down) ... -0.231 / -0.227 hartree
Maximum force ... 4.82 eV Å⁻¹
Multiplicity ... 3
DFT total energy ... -258038.8363 eV
Charge ... 0
LUMO energy (spin up / spin down) ... -1.496 / -1.890 eV
Relative energy (zero: lowest compared OMol25 entry of this formula, charge and spin) ... 138.1 kJ/mol

Each line ends with the Löwdin spin population.
Element x y z (Å)
Te: -0.785944 4.930490 0.331665  0.00
Se: 1.538572 2.833546 2.454896  0.05
Se: -1.777308 2.887616 1.291220  -0.04
Se: 1.600818 4.778792 1.305619  0.02
V: 0.212969 1.328246 1.082618  1.79
O: -2.153541 -0.078374 2.383906  0.00
O: 1.675257 2.425875 -2.474978  0.02
O: 0.556380 2.244029 -0.538652  -0.01
O: 0.610058 0.198281 2.447621  0.01
O: 1.920986 -1.399040 3.337792  0.03
N: -1.246541 0.131844 -0.651456  0.00
N: 1.798202 0.495836 0.436075  -0.01
C: 3.485957 0.242543 -1.248946  0.00
C: -2.333515 -2.255417 1.274866  0.00
C: -1.053385 -2.036640 0.446542  0.00
C: 1.640346 -0.602709 2.475438  0.01
C: -1.288587 -1.204092 -0.779698  0.00
C: 3.600231 -1.004062 0.811775  0.00
C: -3.028324 -0.979139 1.730840  0.00
C: 2.429812 -0.404707 1.205157  0.02
C: -1.851315 -1.020066 -3.104557  0.00
C: 2.324001 0.848537 -0.760446  0.02
C: 4.122926 -0.683095 -0.451885  0.03
C: -1.570639 -1.807566 -2.003042  0.00
C: 1.496482 1.888010 -1.283117  0.04
C: -1.879878 0.356797 -2.946499  0.00
C: -1.575287 0.882398 -1.704016  0.00
H: 3.867498 0.523889 -2.220344  0.00
H: -1.742845 -0.499407 3.146562  0.00
H: -2.124523 1.017938 -3.766112  0.00
H: 4.095626 -1.694184 1.479616  0.00
H: -3.866511 -1.244512 2.383525  0.00
H: -3.055874 -2.841100 0.699901  0.00
H: 5.034464 -1.156104 -0.790350  0.00
H: -2.054123 -1.469357 -4.068195  0.00
H: -0.307647 -1.548351 1.070746  0.00
H: -0.667883 -3.015775 0.160666  0.00
H: -3.430332 -0.427768 0.881276  0.00
H: -2.057291 -2.844028 2.154380  0.00
H: -1.609244 1.952346 -1.537210  0.00
H: 1.023622 3.135426 -2.584284  0.00
H: -1.573675 -2.886946 -2.078914  0.00

Cartesian forces, eV/Å:
-0.125 0.274 -0.050
0.289 -0.133 0.712
-0.249 -0.074 0.100
0.273 0.743 -0.472
-4.448 1.680 0.782
0.026 0.138 -0.112
0.314 -0.452 0.362
1.580 0.607 -2.647
0.568 -1.821 1.869
0.126 0.029 -0.231
0.412 -0.312 0.355
2.706 -1.378 -1.572
-0.501 0.573 -0.087
0.062 0.108 -0.013
-0.121 0.047 0.045
-0.039 -0.221 0.372
0.085 0.000 -0.087
0.243 0.087 -0.414
0.086 -0.059 0.046
-0.299 0.190 -0.122
0.002 0.026 0.001
0.888 -1.291 0.769
0.008 -0.275 0.511
-0.119 0.022 0.008
-1.554 1.425 -0.140
-0.006 -0.039 0.019
-0.181 0.094 -0.157
0.030 0.007 0.011
0.061 -0.003 0.022
-0.020 -0.008 0.005
-0.050 -0.053 -0.004
-0.035 0.018 -0.038
0.022 -0.077 0.000
-0.003 0.015 -0.015
-0.018 -0.019 0.011
-0.021 -0.025 0.036
0.076 0.017 -0.037
-0.008 0.021 -0.022
-0.045 -0.060 -0.020
0.075 0.012 0.109
-0.107 0.172 0.070
0.017 -0.004 0.023

[2]
Formula: C37H27LaN6OS6
Source: the OMol25 dataset
Level of theory: wB97M-V/def2-TZVPD

Results
Frontier orbital gap ... 5.40 eV
Highest occupied orbital energy ... -0.061 hartree
Maximum force ... 0.41 eV Å⁻¹
DFT total energy ... -115673.6325 eV
Charge ... -2
LUMO energy ... 3.743 eV

Each line ends with the Löwdin charge.
Element x y z (Å)
La: -0.336159 -0.634192 0.250397  1.37
S: 0.111759 2.540508 0.840881  0.90
S: -0.588118 -1.790555 -2.724564  0.84
S: 2.497502 0.168767 0.573335  0.49
S: 2.283316 -0.303559 -3.848554  0.46
S: -2.682228 -2.400818 0.260739  0.44
S: 0.642659 -3.358182 0.275272  0.47
O: 0.171627 -0.889571 2.634370  -0.24
N: -1.335007 0.663214 3.452329  0.06
N: -1.859724 0.632911 2.187823  -0.05
N: -0.180504 -6.916026 -0.150916  0.13
N: -3.906392 -5.835208 -0.150385  0.11
N: -2.842819 0.626787 -0.329874  0.02
N: -0.147958 1.257710 -2.158603  0.10
C: 1.605819 -0.883148 4.958766  -0.02
C: -5.322604 1.729761 -0.883567  -0.07
C: 3.364423 1.265308 2.916582  -0.14
C: -2.059628 -4.026675 0.101378  -0.79
C: 0.819544 -2.652138 -3.388059  -0.54
C: 2.859455 -4.290367 -4.256938  -0.12
C: -0.448179 3.594984 -2.602375  -0.03
C: -0.441218 -5.798699 -0.048103  -0.32
C: -1.345722 1.981968 -4.093045  -0.04
C: 2.406455 1.319735 1.888014  -0.71
C: 0.011541 0.631678 5.929223  -0.04
C: -0.279757 -0.135264 3.532289  -0.48
C: 0.444465 -0.127373 4.846997  -0.13
C: 2.342858 3.077743 4.126188  -0.12
C: -3.756382 1.902005 3.109521  -0.04
C: -4.635949 1.033502 -1.860997  -0.05
C: 0.994266 2.846483 -0.710381  -0.41
C: -2.979358 1.235733 2.014663  -0.30
C: 2.329356 -0.878985 6.142498  -0.09
C: 2.996285 -2.919932 -4.287478  -0.16
C: 0.734780 0.635660 7.111782  -0.10
C: 0.079117 2.548680 -1.861712  -0.35
C: 1.410717 3.191857 3.111010  -0.14
C: 1.896877 -0.119150 7.220280  -0.11
C: 3.332249 2.106054 4.010262  -0.11
C: 0.668781 -4.041075 -3.364211  -0.15
C: -0.774951 0.980062 -3.302160  -0.38
C: -0.749674 -4.390168 0.098457  -0.79
C: -4.775302 1.824437 0.383091  -0.02
C: -1.204556 3.299618 -3.725438  -0.07
C: 1.997028 -2.027488 -3.834691  -0.74
C: 1.684510 -4.876596 -3.781409  -0.12
C: -0.804457 -0.412638 -3.861914  -0.48
C: -3.535741 1.237098 0.642615  -0.22
C: -3.403062 0.497630 -1.525969  -0.15
C: -3.067880 -5.052216 -0.039887  -0.32
C: 1.436089 2.336544 2.009799  -0.54
H: 4.072429 1.989183 4.793242  0.09
H: -5.308569 2.329356 1.173740  0.10
H: -4.754616 1.464694 3.188236  0.08
H: -1.648600 4.090664 -4.318201  0.10
H: -0.256827 -4.460069 -2.988136  0.09
H: 0.061316 -0.444910 -4.536266  0.01
H: 1.925212 -1.457537 4.099430  0.12
H: 3.236729 -1.465288 6.219842  0.10
H: -3.876271 2.971386 2.916133  0.08
H: -1.721693 -0.554706 -4.439807  0.08
H: -6.287347 2.175661 -1.093974  0.10
H: 2.463622 -0.112943 8.144056  0.09
H: -2.849110 -0.083429 -2.250256  0.08
H: -3.233223 1.771037 4.050768  0.06
H: 0.394614 1.231167 7.950797  0.09
H: 1.844538 2.160460 -0.745066  0.02
H: -0.252195 4.614592 -2.299896  0.11
H: -5.034706 0.892090 -2.855192  0.10
H: 3.915815 -2.468702 -4.641704  0.08
H: -0.887831 1.222021 5.820849  0.10
H: 1.566551 -5.950241 -3.725112  0.09
H: -1.876888 1.702777 -4.993756  0.11
H: 4.122652 0.495881 2.842210  0.09
H: 0.629179 3.939422 3.168265  0.09
H: 1.331342 3.881662 -0.754390  0.08
H: 3.681512 -4.913528 -4.592927  0.09
H: 2.293731 3.724488 4.992630  0.09

Cartesian forces, eV/Å:
-0.144 0.182 -0.086
0.019 -0.246 -0.025
0.040 0.216 0.159
0.211 0.105 0.031
0.268 -0.255 -0.018
0.034 -0.160 0.030
-0.132 -0.148 -0.015
-0.071 0.169 -0.050
-0.106 0.022 -0.189
-0.135 -0.073 0.270
0.037 -0.057 -0.035
-0.052 -0.055 -0.004
0.125 -0.123 0.109
-0.067 0.038 0.055
-0.003 -0.012 0.046
-0.022 0.021 0.022
0.040 -0.059 -0.012
-0.359 -0.071 -0.035
-0.206 -0.139 0.064
-0.086 -0.089 0.058
0.029 -0.061 -0.033
-0.097 0.307 0.080
0.034 -0.071 -0.006
-0.061 -0.048 -0.060
0.005 0.038 -0.010
0.115 -0.073 0.202
-0.005 0.009 -0.065
0.011 -0.026 -0.029
0.011 0.031 0.052
0.037 -0.020 0.010
-0.019 0.003 -0.090
0.030 0.040 -0.247
-0.015 -0.002 -0.019
0.086 0.167 -0.034
0.009 -0.009 0.003
0.034 0.075 -0.002
0.016 -0.013 0.015
-0.012 0.011 0.004
-0.008 0.035 0.015
0.022 0.033 -0.019
-0.036 0.079 -0.001
0.270 -0.301 -0.070
-0.004 -0.033 -0.042
-0.012 0.091 -0.014
0.139 0.113 -0.066
0.107 0.118 -0.060
-0.229 -0.064 -0.088
0.006 0.024 0.146
0.011 0.000 -0.013
0.214 0.253 0.026
-0.037 0.053 0.031
0.010 -0.005 0.012
-0.017 0.011 0.000
-0.003 -0.008 0.021
0.000 0.001 -0.001
-0.024 0.011 0.012
-0.028 0.002 -0.019
0.010 -0.008 -0.016
0.007 -0.006 0.003
0.010 0.014 -0.024
-0.010 -0.011 0.032
0.003 -0.002 -0.005
0.006 0.000 0.008
0.006 -0.008 -0.019
0.011 -0.017 -0.008
0.001 0.006 0.008
0.000 0.010 0.000
-0.004 0.018 -0.002
-0.008 0.006 -0.015
-0.001 -0.033 -0.010
-0.007 0.001 0.000
0.011 -0.018 0.004
-0.001 0.002 -0.009
0.007 -0.003 0.007
-0.014 0.011 -0.008
-0.019 0.000 0.035
0.002 -0.010 -0.008
0.003 0.011 0.010

[3]
Formula: C21H25ClN4O2S
Source: the OMol25 dataset
Level of theory: wB97M-V/def2-TZVPD

Results
Frontier orbital gap ... 8.12 eV
Highest occupied orbital energy ... -0.285 hartree
Maximum force ... 15.89 eV Å⁻¹
DFT total energy ... -55577.5125 eV
Charge ... 0
LUMO energy ... 0.357 eV
Relative energy (zero: lowest compared OMol25 entry of this formula, charge and spin) ... 1898.6 kJ/mol

Each line ends with the natural charge from an NBO analysis.
Element x y z (Å)
Cl: -3.808090 -3.813453 -5.540115  -0.04
S: -3.390952 -3.254010 0.676199  2.33
O: -3.348419 -1.900041 0.953174  -0.97
O: -4.273275 -4.058570 1.236687  -0.93
N: -1.735249 -3.801095 0.630554  -0.84
N: 2.334535 -0.418650 0.459933  -0.34
N: 1.383102 3.469440 -0.313857  -0.42
N: 0.826019 -0.189758 -1.098183  -0.48
C: 1.818618 4.972340 1.653352  -0.40
C: 2.451635 4.089235 0.481542  -0.19
C: 0.465579 2.693674 0.737877  -0.21
C: -3.846349 -2.266587 -3.301961  -0.27
C: 0.404587 -3.121592 1.783111  -0.23
C: 1.511600 -2.265286 1.818158  -0.26
C: 0.596934 -1.175794 -0.400945  0.19
C: -3.844774 -2.051435 -1.733839  -0.13
C: 1.477222 -1.294255 0.756776  0.06
C: 1.894916 0.164291 -0.581957  0.40
C: -3.607409 -3.233974 -1.319424  -0.21
C: 0.999416 4.311474 2.381251  -0.41
C: -0.398512 3.817505 1.748998  -0.32
C: -3.577529 -4.801625 -3.130090  -0.13
C: -0.615110 -1.896305 -0.231358  -0.24
C: -0.781848 -2.737088 0.790774  0.11
C: -3.899622 -3.433670 -3.810284  -0.04
C: 3.521372 -0.018590 1.278290  -0.43
C: 2.592413 1.505824 -1.255890  -0.44
C: -3.467964 -4.453241 -1.800089  -0.25
C: 1.705983 2.673841 -1.367673  -0.23
H: -1.401289 -1.782652 -0.917083  0.22
H: -4.244600 -1.263146 -3.749128  0.25
H: -3.245950 -5.337910 -1.353885  0.23
H: 2.584107 5.580687 1.915344  0.23
H: 0.332281 -3.841804 2.651628  0.22
H: -0.838597 3.263209 2.316155  0.17
H: 3.676502 1.719565 -0.717503  0.20
H: 2.185703 -2.393141 2.778937  0.24
H: 0.426068 5.291787 2.990733  0.19
H: 1.252527 5.750360 0.774871  0.17
H: 2.267879 3.356671 -2.033780  0.18
H: 2.993713 4.505913 -0.351675  0.21
H: 1.537037 3.718956 3.146113  0.22
H: -1.782013 -4.614792 1.698436  0.38
H: 3.021714 1.085105 -2.159103  0.24
H: 4.529452 -0.151590 0.638896  0.22
H: -3.917909 -1.250632 -1.268735  0.22
H: 3.094198 3.184410 1.154445  0.09
H: -0.864619 4.595395 1.250937  0.21
H: 0.871919 2.448906 -1.772200  0.21
H: -3.528066 -5.670133 -3.678796  0.23
H: -0.290318 2.254843 0.273713  0.19
H: 3.685950 -0.970133 2.023195  0.24
H: 3.449150 1.016543 1.648476  0.24
H: 0.816331 1.990980 1.238996  0.15

Cartesian forces, eV/Å:
-0.568 1.018 -0.428
7.483 4.000 -9.615
-0.167 4.238 1.730
-6.448 -7.350 5.087
-2.558 -3.368 5.318
6.484 3.481 2.908
-2.528 -0.071 7.351
-1.237 3.051 -5.397
4.243 5.197 -14.399
-0.099 -3.396 1.639
-3.113 10.380 -4.165
-2.797 8.256 4.231
-1.500 2.226 -0.580
-1.675 -1.126 0.610
-5.453 -8.207 7.941
0.635 -6.380 -10.690
-2.677 -5.552 1.171
6.202 10.587 -4.565
0.525 -0.352 9.187
-10.538 0.059 9.541
12.151 1.461 -6.784
-1.651 8.586 1.526
1.010 0.710 -0.495
3.876 -4.149 2.807
2.020 -8.072 -2.932
2.253 -3.488 -0.804
3.595 -3.944 3.374
0.164 -4.927 -5.237
6.396 1.809 -0.738
-0.808 0.146 -0.967
1.335 -2.234 -0.202
0.726 -1.771 3.127
2.179 1.597 2.064
-0.532 0.623 -1.461
-5.561 -5.797 6.717
-2.886 -0.131 -0.789
-0.972 0.711 -2.568
1.867 -2.464 -0.211
0.870 -1.629 2.758
-0.330 -0.172 -0.430
1.279 0.947 0.648
-0.922 -0.412 -0.273
0.548 3.266 -4.049
-0.639 0.425 -0.787
-2.429 0.674 1.095
-0.690 7.281 3.984
-1.052 2.171 -2.040
-0.922 1.166 -1.052
-5.706 -1.938 -3.400
0.192 -1.791 -0.727
-3.163 -1.900 -3.109
-0.668 3.052 -1.225
-0.064 -0.801 0.241
4.323 -5.697 5.065

[4]
Formula: C3H4BrN3O5
Source: the OMol25 dataset
Level of theory: wB97M-V/def2-TZVPD

Results
Frontier orbital gap ... 9.55 eV
Highest occupied orbital energy ... -0.365 hartree
Maximum force ... 3.74 eV Å⁻¹
DFT total energy ... -87916.1504 eV
Charge ... 0
LUMO energy ... -0.389 eV
Relative energy (zero: lowest compared OMol25 entry of this formula, charge and spin) ... 65.6 kJ/mol
SMILES ... O=[N+]([O-])N1OCC[C@]1(Br)[N+](=O)[O-]

Each line ends with the natural charge from an NBO analysis.
Element x y z (Å)
Br: -1.685521 -2.387661 -1.604275  0.10
O: 0.714059 -2.377474 -3.183915  -0.34
O: 2.122850 -1.596035 -1.793063  -0.34
O: -0.397570 1.226825 -1.090373  -0.32
O: -2.196803 1.439344 -2.784252  -0.28
O: -1.901162 -0.510416 -3.652503  -0.29
N: -1.737304 0.380596 -2.933502  0.67
N: -0.320762 0.166063 -1.982956  -0.16
N: 1.030483 -1.812086 -2.182953  0.52
C: 0.213145 -0.687116 0.083360  -0.48
C: -0.472556 0.630942 0.195225  -0.09
C: -0.136496 -1.177946 -1.417033  0.11
H: -1.537655 0.434580 0.536792  0.17
H: -0.026070 1.262801 1.068566  0.22
H: -0.162507 -1.206637 0.985485  0.25
H: 1.252851 -0.402615 0.339512  0.26

Cartesian forces, eV/Å:
0.649 0.131 0.988
-0.001 -0.745 -0.967
1.897 0.318 0.975
0.713 -0.901 0.613
-0.964 1.108 0.092
-0.711 -1.284 -1.922
3.013 -0.049 2.223
-1.334 0.519 -2.556
-1.739 0.501 -0.365
0.513 -0.212 0.964
-1.822 0.671 2.336
-0.598 2.048 2.710
0.711 0.576 -0.807
-0.510 -0.709 -2.067
0.226 -0.861 -1.057
-0.042 -1.113 -1.160

[5]
Formula: C6H7N
Source: the OMol25 dataset
Level of theory: wB97M-V/def2-TZVPD

Results
Frontier orbital gap ... 9.56 eV
Highest occupied orbital energy ... -0.328 hartree
Maximum force ... 2.47 eV Å⁻¹
DFT total energy ... -7821.4048 eV
Charge ... 0
LUMO energy ... 0.638 eV
Relative energy (zero: lowest compared OMol25 entry of this formula, charge and spin) ... 409.3 kJ/mol
SMILES ... C=CC#CC.C#N

Each line ends with the natural charge from an NBO analysis.
Element x y z (Å)
N: -2.466011 -0.456675 -0.366643  -0.36
C: 0.546617 0.346391 -0.295028  0.01
C: -1.881281 -0.712390 0.609121  0.09
C: -0.036308 0.694160 -1.510243  -0.29
C: 0.534564 1.105907 -2.635556  -0.34
C: 0.985111 -0.631457 2.094740  -0.69
C: 0.443282 -0.186836 0.811338  -0.02
H: -1.897122 -0.989613 1.639258  0.23
H: 2.054703 -0.424953 2.154931  0.25
H: 1.584465 1.346415 -2.686901  0.19
H: 0.836786 -1.709564 2.219605  0.23
H: 0.486012 -0.108207 2.917428  0.23
H: -1.137376 0.377276 -1.443270  0.27
H: -0.053441 1.349543 -3.508780  0.20

Cartesian forces, eV/Å:
0.800 -0.465 1.073
-0.575 -1.007 1.904
-2.234 0.282 -1.013
-1.323 -0.572 -1.043
-0.122 0.610 0.090
-0.462 -0.255 0.329
1.951 1.052 -1.082
0.599 -0.106 0.143
-0.110 0.008 -0.062
0.176 -0.062 0.042
0.023 0.134 0.107
0.097 -0.154 0.005
1.257 0.776 -0.451
-0.076 -0.240 -0.041

[6]
Formula: C3H3CaFO3
Source: the OMol25 dataset
Level of theory: wB97M-V/def2-TZVPD

Results
Frontier orbital gap ... 6.78 eV
Highest occupied orbital energy ... -0.282 hartree
Maximum force ... 2.78 eV Å⁻¹
DFT total energy ... -30458.3740 eV
Charge ... 0
LUMO energy ... -0.902 eV

Each line ends with the natural charge from an NBO analysis.
Element x y z (Å)
Ca: -0.954224 -0.660371 0.780482  1.79
F: -0.887237 1.382845 0.138470  -0.44
O: -0.466007 -2.515150 0.062946  -1.00
O: -0.434184 -2.034878 2.207847  -1.00
O: 0.327042 -4.043027 1.517764  -0.70
C: 0.728482 1.849846 -1.498900  -0.44
C: -0.035145 2.287269 -0.522606  0.20
C: -0.193765 -2.946534 1.279667  0.91
H: 1.335618 2.582279 -2.030393  0.25
H: 0.733169 0.808602 -1.818378  0.24
H: -0.153749 3.289119 -0.116899  0.21

Cartesian forces, eV/Å:
-0.541 -0.899 0.436
0.392 1.740 -0.568
-0.285 -0.073 -1.336
-0.213 0.312 1.080
-0.870 1.128 -0.268
-0.234 0.250 0.088
0.033 0.037 -0.247
1.733 -2.072 0.657
-0.066 -0.315 0.206
0.048 0.257 0.042
0.003 -0.367 -0.090

Question: Which value of maximum force does entry 3 give?
Answer: 15.89 eV Å⁻¹

Question: Which value of DFT total energy does entry 3 give?
Answer: -55577.5125 eV